(1)
DFT (ωB97M-V/def2-TZVPD) results for 4 unconnected molecules or ions with the total composition C45H96BrN2O15P3S2 at a distorted geometry.

The geometry in ORCA input format:
```
! wB97M-V def2-TZVPD RIJCOSX def2/J DEFGRID3
* xyz 0 1
C 2.66679 2.87437 2.63734
C 3.27540 1.45258 2.56616
C 4.00986 1.17894 1.23703
C 3.71491 -0.20700 0.65549
C 3.73420 -0.18918 -0.88224
C 3.85159 -1.59605 -1.50340
C 2.76405 -1.89412 -2.55740
C 2.08248 -3.24268 -2.33695
C 1.31989 -3.34331 -0.99846
C 1.42883 -4.74591 -0.39766
C 0.21700 -5.23391 0.41933
C -1.16532 -4.97774 -0.21326
C -2.14033 -4.20797 0.70430
C -3.40630 -4.99601 1.11691
C -4.71288 -4.40866 0.55254
C -5.94175 -4.63019 1.46459
C -6.65834 -3.31647 1.83590
C -8.13783 -3.54668 2.17396
C -9.05022 -3.35144 0.95176
C -10.40985 -2.76982 1.32991
C -11.26874 -2.21516 0.20089
O -12.58103 -2.21299 0.80312
C -11.47279 -3.04289 -1.05090
O -11.65999 -4.21940 -1.06126
N -11.46606 -2.25027 -2.17494
C -10.70100 -1.03453 -1.95248
S -8.90544 -1.53693 -2.21317
N -11.09995 0.12500 -2.74129
C -12.01185 -0.24631 -3.84170
C -9.97467 0.83041 -3.33455
C -9.38478 1.97164 -2.57564
O -9.56538 0.52453 -4.39863
C -10.88838 -0.78529 -0.38640
S -9.56123 0.10954 0.44055
Br -12.52481 0.33483 -0.19152
H 1.74088 2.80543 3.21006
H 2.46260 3.25396 1.64197
H 3.35212 3.51819 3.18785
H 2.45254 0.74324 2.66317
H 3.95994 1.33029 3.40486
H 5.08657 1.24750 1.40765
H 3.72049 1.95762 0.53282
H 2.71668 -0.53815 0.95290
H 4.44720 -0.94432 0.98975
H 2.81328 0.30249 -1.20336
H 4.57387 0.42213 -1.21805
H 4.83475 -1.66270 -1.96857
H 3.81423 -2.36124 -0.72573
H 2.01358 -1.10238 -2.60878
H 3.25965 -1.92021 -3.53061
H 2.87726 -3.99655 -2.31302
H 1.43209 -3.50992 -3.17178
H 1.75001 -2.58975 -0.33769
H 0.28756 -3.05323 -1.19638
H 2.27404 -4.71484 0.29682
H 1.70834 -5.48713 -1.14803
H 0.32996 -6.31608 0.51107
H 0.29806 -4.83766 1.43145
H -1.09072 -4.51128 -1.19319
H -1.62531 -5.95403 -0.37118
H -1.64278 -3.92629 1.63294
H -2.45792 -3.27097 0.24335
H -3.32316 -6.03963 0.81070
H -3.49179 -4.99632 2.20532
H -4.89868 -4.85420 -0.42538
H -4.59206 -3.33146 0.42840
H -6.66367 -5.22372 0.89798
H -5.65920 -5.16129 2.37290
H -6.52957 -2.63528 0.99315
H -6.13131 -2.88626 2.69064
H -8.43115 -2.85932 2.96910
H -8.22620 -4.56387 2.55923
H -9.21749 -4.31383 0.46390
H -8.52478 -2.69500 0.26055
H -11.00813 -3.56275 1.77334
H -10.29097 -1.98770 2.07875
H -13.21609 -2.60590 0.19360
H -11.13341 -2.75769 -2.98723
H -9.00867 -2.80930 -1.82890
H -11.68248 -1.10988 -4.41842
H -12.08600 0.59183 -4.52799
H -13.00710 -0.43640 -3.44667
H -8.30077 1.88811 -2.62097
H -9.73171 2.03919 -1.55291
H -9.65734 2.88595 -3.10644
H -10.28094 1.15651 0.83801
C -1.43288 6.75537 -1.70658
C -0.06880 7.03736 -2.30491
O 0.95367 6.26672 -1.67088
P 1.50966 4.90045 -2.32431
O 1.52624 5.03204 -3.78590
O 3.04997 4.95142 -1.86474
C 4.11648 4.79720 -2.80595
C 4.67627 6.14443 -3.20812
O 1.14832 3.88046 -1.16620
C -0.17673 3.33229 -1.02861
C -0.74688 2.82615 -2.33669
H -1.76596 5.74417 -1.95264
H -2.17243 7.45527 -2.09621
H -1.40308 6.84209 -0.61998
H -0.07755 6.85910 -3.38121
H 0.19347 8.08425 -2.14851
H 3.78772 4.23547 -3.67932
H 4.88529 4.20564 -2.30786
H 3.88681 6.79537 -3.58380
H 5.43723 6.03202 -3.98136
H 5.12629 6.64110 -2.34714
H -0.82889 4.08059 -0.57189
H -0.08834 2.51169 -0.31834
H -0.86811 3.63815 -3.06029
H -1.72457 2.37281 -2.17601
H -0.08428 2.08300 -2.78243
C 5.61905 -8.02720 -4.61171
C 5.60761 -6.78462 -3.74425
O 6.27325 -7.00753 -2.49749
P 7.78719 -6.54769 -2.26397
O 8.11900 -5.33909 -3.01972
O 7.73996 -6.16019 -0.71026
C 8.21348 -4.89636 -0.24351
C 7.05944 -3.93712 -0.05357
O 8.52475 -7.91606 -1.99210
C 8.92930 -8.77955 -3.07393
C 9.63638 -8.04359 -4.19305
H 6.62938 -8.24893 -4.96313
H 4.98351 -7.88709 -5.48634
H 5.26294 -8.89183 -4.05111
H 6.05161 -5.94088 -4.27476
H 4.58011 -6.51391 -3.49942
H 8.95632 -4.48013 -0.92299
H 8.71164 -5.08297 0.70895
H 6.47168 -3.85205 -0.96823
H 7.41585 -2.94513 0.22850
H 6.38736 -4.29936 0.72620
H 8.05641 -9.32288 -3.44398
H 9.59804 -9.51608 -2.63268
H 8.97801 -7.31333 -4.67086
H 9.96892 -8.74531 -4.95757
H 10.50297 -7.50404 -3.81043
C 6.17159 6.35359 3.88561
C 6.00472 6.62773 5.36503
O 5.57123 7.97491 5.60734
P 4.01824 8.27086 5.86558
O 3.35527 7.15767 6.54626
O 4.09719 9.49170 6.89817
C 3.38523 9.46873 8.13577
C 4.29455 9.05666 9.27333
O 3.62055 9.22006 4.66150
C 3.36729 8.69770 3.33033
C 2.48780 7.46348 3.29601
H 5.20214 6.35424 3.38695
H 6.63103 5.37792 3.72227
H 6.79369 7.11536 3.41509
H 5.30680 5.91647 5.80861
H 6.96001 6.50940 5.87640
H 2.51818 8.81226 8.07412
H 3.01720 10.48290 8.29838
H 4.77498 8.10223 9.05779
H 3.73358 8.96581 10.20439
H 5.08507 9.79498 9.41432
H 4.32432 8.50360 2.84485
H 2.89406 9.50933 2.78150
H 2.95606 6.62281 3.81457
H 2.30313 7.15718 2.26596
H 1.53064 7.65383 3.78235
*
```

## Properties
* orbital gap: 9.44 eV
* SMILES: CCCCCCCCCCCCCCCCCCCC[C@]1(O)C(=O)N[C@@](S)(N(C)C(C)=O)[C@@]1(S)Br.CCOP(=O)(OCC)OCC.CCOP(=O)(OCC)OCC.CCOP(=O)(OCC)OCC

Results of the Mulliken charge analysis, in e, for atoms 1 through 8: -0.83, -0.44, -0.46, -0.41, -0.41, -0.53, -0.87, -1.12

(2)
DFT (ωB97M-V/def2-TZVPD) results for a molecular structure, C18H63AsF6N3O15V at a distorted geometry.

The geometry in ORCA input format:
```
! wB97M-V def2-TZVPD RIJCOSX def2/J DEFGRID3
* xyz -1 4
V -0.22024 -0.54070 0.36314
C 0.01538 2.39390 -1.47788
O 0.18892 1.57396 -0.38538
H 0.62318 3.28128 -1.30113
H 0.38679 1.90783 -2.38004
H -1.05831 2.57247 -1.53615
C 0.04138 -3.92358 0.62707
O -0.32488 -2.63973 1.02802
H -0.63122 -4.37893 -0.09982
H 0.93011 -3.73124 0.02602
H 0.30306 -4.52586 1.49707
As -5.12764 -1.33844 -1.70859
F -5.97087 -0.79498 -3.21869
F -6.67992 -1.36416 -0.75749
F -4.27935 -1.87957 -0.25650
F -3.58030 -1.27276 -2.60489
F -4.84542 0.44922 -1.31493
F -5.34472 -2.99949 -2.22870
C 0.62904 -3.38229 -5.33468
C 0.75066 -4.01269 -3.93693
C 2.24596 -3.95977 -3.47431
O 2.22025 -4.71738 -2.23121
C 3.43414 -4.68718 -1.43883
N -0.17634 -3.42737 -2.98605
H 1.19341 -3.95801 -6.06826
H 1.00844 -2.36481 -5.42898
H -0.39257 -3.42333 -5.71247
H 0.49773 -5.06875 -4.03104
H 2.53137 -2.93097 -3.25475
H 2.85738 -4.51939 -4.18220
H 3.09810 -4.83258 -0.41216
H 3.93693 -3.78238 -1.78039
H 4.10547 -5.47749 -1.77473
H -1.01611 -3.96205 -3.15635
H 0.06806 -3.77778 -2.07085
C 0.72492 0.79709 9.24976
C 0.28790 1.33838 7.84994
C 0.73507 0.37646 6.67670
O 0.24893 0.87650 5.47004
C 0.90270 2.10580 5.05367
N -1.21184 1.57120 7.87069
H 0.20014 1.32355 10.04697
H 1.78554 0.94503 9.45295
H 0.42842 -0.22434 9.48825
H 0.67839 2.35603 7.85509
H 0.17206 -0.51679 6.94730
H 1.78425 0.10325 6.78935
H 0.53005 2.21594 4.03529
H 1.98699 2.00352 5.00954
H 0.63280 2.87069 5.78181
H -1.44889 1.45111 6.89628
H -1.78837 0.86464 8.30484
C 1.99121 2.71394 -8.36143
C 2.55577 1.53661 -7.57255
C 1.79150 1.41465 -6.23586
O 2.28577 0.34482 -5.37991
C 1.73440 0.35050 -4.05014
N 2.35257 0.29586 -8.31818
H 0.93868 2.67259 -8.64176
H 2.55403 2.78717 -9.29201
H 2.12080 3.68715 -7.88796
H 3.61602 1.67262 -7.35932
H 0.72847 1.31876 -6.45691
H 1.84742 2.39034 -5.75315
H 2.06258 1.30715 -3.64368
H 2.13962 -0.49638 -3.49636
H 0.64779 0.42709 -4.01130
H 1.36064 0.12785 -8.40732
H 2.61508 -0.44145 -7.67976
C -4.90603 0.19694 3.95684
C -5.36561 -0.16990 2.49449
O -4.84697 -1.42313 2.12717
O -3.59535 0.56655 4.06512
H -4.99212 -0.55716 4.73916
H -5.56350 0.93356 4.41861
H -5.16193 0.56466 1.71537
H -6.43588 -0.37633 2.49240
H -4.76939 -1.52064 1.17530
H -2.92718 -0.09776 4.24913
C 1.75585 5.68626 1.46211
C 0.91106 4.50154 1.89691
O 1.78613 3.35414 1.92873
O 0.91720 6.82564 1.06738
H 2.51094 5.53022 0.69166
H 2.34862 5.88279 2.35547
H 0.19666 4.24865 1.11346
H 0.36772 4.61189 2.83537
H 1.96162 3.13526 1.01064
H 0.49118 6.98786 1.91225
O 3.41201 1.83481 0.09806
H 3.11508 2.30727 -0.67966
H 4.16623 2.33519 0.40947
O -2.22373 0.36529 0.89274
H -2.33976 1.31436 0.93783
H -3.02511 0.00714 1.27450
O -0.92394 -0.83812 -1.63941
H -1.48790 -0.28010 -2.17495
H -0.73104 -1.59102 -2.19812
O -1.50367 -3.36246 3.39141
H -2.45118 -3.43388 3.27579
H -1.19724 -2.92528 2.59692
O 2.05492 -0.89218 0.08691
H 2.63218 -1.50274 0.54540
H 2.62024 -0.15528 -0.14460
O 0.37497 0.14699 2.50851
H 1.06384 0.80891 2.44879
H 0.35178 -0.09231 3.43503
*
```

## Properties
* ⟨S²⟩: 3.75
* orbital gap (alpha / beta): 5.80 / 6.92 eV

Results of the Mulliken charge analysis, in e, for atoms 1 through 8: 0.15, -0.50, -0.16, 0.19, -0.25, 0.31, -0.43, -0.31

(3)
DFT (ωB97M-V/def2-TZVPD) results for a molecular structure, CaH12N3O15 at a distorted geometry.

The geometry in ORCA input format:
```
! wB97M-V def2-TZVPD RIJCOSX def2/J DEFGRID3
* xyz 0 2
Ca -0.37287 0.15959 -0.14624
N -2.94617 -2.35235 0.10386
O -2.36147 -3.15809 0.80979
O -2.34183 -1.30319 0.00266
O -3.94294 -2.63753 -0.60109
N 1.48079 -2.64608 1.19583
O 1.44668 -2.81115 2.40054
O 0.82783 -1.74443 0.74092
O 1.83710 -3.45901 0.37634
N 2.98073 0.48350 -1.45338
O 3.03338 -0.46345 -2.24127
O 3.98014 1.09870 -1.10970
O 1.83015 0.72721 -1.02327
O -0.56197 1.77887 -2.18483
H 0.24203 2.23246 -2.43795
H -1.21844 2.47243 -2.11953
O 0.14508 2.53471 0.35162
H 0.74361 2.96034 -0.26224
H -0.64357 3.07685 0.33281
O -2.37796 1.57682 0.15732
H -3.11131 1.01043 0.39741
H -2.74952 2.19799 -0.46903
O 2.28762 0.55220 2.31525
H 1.39646 0.22401 2.19540
H 2.84654 -0.12895 1.94128
O -0.00827 -1.17772 -2.02713
H 0.78885 -0.82567 -2.42324
H -0.24966 -1.91482 -2.58808
O -0.76656 0.44851 2.27730
H -1.44921 -0.12178 2.63084
H -0.76524 1.20959 2.85781
*
```

## Properties
* ⟨S²⟩: 0.76
* orbital gap (alpha / beta): 7.79 / 3.79 eV

Results of the Mulliken charge analysis, in e, for atoms 1 through 8: 2.06, 0.70, -0.60, -0.65, -0.60, 0.80, -0.37, -0.20

DFT total energy (computed, eV): -201500.073 -157704.084 -53806.910